Entry from the Open Molecules 2025 dataset: a 2-piece molecular cluster, C6H15NO overall (ωB97M-V/def2-TZVPD).

ORCA input file:
```
! RIJCOSX wB97M-V def2-TZVPD def2/J DEFGRID3
* xyz -1 2
C 0.796 0.586 0.701
N -0.239 0.542 -0.332
C -1.199 -0.539 -0.350
C -2.427 -0.179 0.503
C 0.329 1.012 -1.580
C 1.808 0.627 -1.495
C 2.060 0.990 -0.041
H 0.551 1.350 1.448
H 0.799 -0.335 1.281
H -0.794 -1.452 0.109
H -1.475 -0.822 -1.366
H -2.082 -0.131 1.535
H -3.243 -0.902 0.409
H -2.826 0.787 0.172
H 0.253 2.112 -1.606
H -0.193 0.653 -2.469
H 2.494 1.139 -2.177
H 1.893 -0.450 -1.643
H 2.195 2.079 -0.023
H 3.017 0.747 0.424
H -0.329 -1.925 1.854
H -1.110 -3.024 2.566
O -0.281 -2.865 2.077
*
```

**<S²>**: 0.750
**HOMO level (spin up / spin down)**: 0.0442 / -0.1750 Eh
**Gap between HOMO and LUMO (spin up / spin down)**: 2.51 / 8.30 eV

Mulliken population analysis, charges in e, atoms 1 to 5: -1.72, 1.51, -1.11, -1.93, -1.09


Entry from the Open Molecules 2025 dataset: one molecule with the formula C6H15NO (ωB97M-V/def2-TZVPD).

ORCA input file:
```
! RIJCOSX wB97M-V def2-TZVPD def2/J DEFGRID3
* xyz 0 1
C -2.851 -0.043 -1.038
O -3.690 -1.066 -1.523
C -1.612 -0.636 -0.383
C -0.486 0.306 0.041
C 0.601 -0.496 0.770
C 1.615 0.425 1.516
C 2.491 1.219 0.547
N 3.741 0.555 0.161
H -3.388 0.545 -0.302
H -2.582 0.623 -1.866
H -3.198 -1.518 -2.211
H -1.162 -1.428 -1.001
H -1.923 -1.220 0.493
H -0.025 0.756 -0.836
H -0.842 1.166 0.621
H 1.124 -1.068 0.008
H 0.158 -1.070 1.586
H 2.253 -0.238 2.112
H 0.977 0.985 2.202
H 1.961 1.364 -0.398
H 2.735 2.234 0.878
H 3.558 -0.358 -0.233
H 4.392 0.509 0.931
*
```

**HOMO level**: -0.3386 Eh
**Gap between HOMO and LUMO**: 10.19 eV

Mulliken population analysis, charges in e, atoms 1 to 5: -0.55, -0.52, -0.62, -0.43, -0.60


Entry from the Open Molecules 2025 dataset: one molecule with the formula C6H15NO (ωB97M-V/def2-TZVPD).

ORCA input file:
```
! RIJCOSX wB97M-V def2-TZVPD def2/J DEFGRID3
* xyz 0 1
C -0.648 -1.274 2.211
N -0.132 -0.124 1.413
C 0.646 -0.614 0.260
C 0.050 0.271 -1.085
C -1.350 0.689 -1.101
C -1.555 1.777 -2.123
C 2.137 -0.506 0.228
O 2.722 -1.287 1.253
H -1.626 -1.493 1.679
H -1.039 -0.644 3.143
H 0.015 -2.064 2.344
H 0.611 0.456 1.929
H 0.308 -1.717 0.039
H 0.350 -0.436 -1.987
H 0.725 1.140 -1.162
H -1.624 1.079 -0.064
H -2.053 -0.111 -1.222
H -1.126 2.757 -2.151
H -1.426 1.478 -3.194
H -2.678 1.913 -2.007
H 2.453 -0.962 -0.802
H 2.598 0.474 0.317
H 2.642 -0.803 2.082
*
```

**HOMO level**: -0.3250 Eh
**Gap between HOMO and LUMO**: 9.68 eV

Mulliken population analysis, charges in e, atoms 1 to 5: -0.93, -0.26, 0.24, -0.88, -0.18


Entry from the Open Molecules 2025 dataset: one molecule with the formula C6H15NO (ωB97M-V/def2-TZVPD).

ORCA input file:
```
! RIJCOSX wB97M-V def2-TZVPD def2/J DEFGRID3
* xyz 0 1
C -0.182 -0.808 -1.545
N -1.326 0.038 -1.913
C -2.162 0.381 -0.666
O -2.972 -0.702 -0.274
C 1.008 0.114 -0.885
C 0.909 0.109 0.664
C 1.688 -0.808 1.431
C 0.803 1.474 1.463
H -0.450 -1.666 -0.948
H 0.240 -1.002 -2.533
H -1.874 -0.342 -2.702
H -2.706 1.313 -1.048
H -1.520 0.740 0.103
H -2.614 -0.991 0.562
H 2.003 -0.293 -1.105
H 1.149 1.117 -1.317
H -0.183 -0.242 0.639
H 1.986 -1.746 0.943
H 2.495 -0.323 1.870
H 1.201 -1.350 2.317
H -0.274 1.671 1.755
H 1.427 1.243 2.390
H 1.357 2.072 0.799
*
```

**HOMO level**: -0.3294 Eh
**Gap between HOMO and LUMO**: 9.72 eV

Mulliken population analysis, charges in e, atoms 1 to 5: -0.65, -0.36, -0.07, -0.53, -1.03


Entry from the Open Molecules 2025 dataset: one molecule with the formula C6H15NO (ωB97M-V/def2-TZVPD).

ORCA input file:
```
! RIJCOSX wB97M-V def2-TZVPD def2/J DEFGRID3
* xyz 0 1
C -0.849 -1.798 0.880
N 0.263 -0.793 0.673
C 0.034 0.630 0.411
C 1.172 0.951 -0.473
C 1.315 0.097 -1.787
O 0.973 2.287 -1.058
C -0.112 1.667 1.585
C -1.901 -1.742 -0.198
H -0.385 -2.898 0.887
H -1.341 -1.789 1.892
H 1.113 -1.235 0.249
H -0.990 0.573 -0.078
H 2.036 1.037 0.204
H 0.480 0.430 -2.392
H 1.297 -1.026 -1.492
H 2.180 0.282 -2.354
H 1.791 2.688 -1.215
H -0.892 1.369 2.290
H -0.478 2.697 1.110
H 0.795 1.763 2.167
H -2.270 -0.712 -0.344
H -1.594 -2.029 -1.193
H -2.635 -2.449 0.235
*
```

**HOMO level**: -0.3020 Eh
**Gap between HOMO and LUMO**: 9.18 eV

Mulliken population analysis, charges in e, atoms 1 to 5: -0.50, -0.31, 0.73, -0.07, -1.13


Entry from the Open Molecules 2025 dataset: a 2-piece molecular cluster, C6H15NO overall (ωB97M-V/def2-TZVPD).

ORCA input file:
```
! RIJCOSX wB97M-V def2-TZVPD def2/J DEFGRID3
* xyz 0 1
C 0.665 2.598 -1.860
C 0.538 1.078 -2.058
C -0.111 0.407 -0.888
C 0.416 -0.635 -0.231
N -0.185 -1.097 0.959
C 0.013 -0.179 2.119
C 1.494 0.096 2.444
H 1.553 2.991 -2.362
H 0.796 2.914 -0.824
H -0.215 3.050 -2.310
H -0.025 0.837 -2.977
H 1.531 0.731 -2.382
H -1.060 0.897 -0.672
H 1.292 -1.080 -0.698
H 0.158 -2.005 1.236
H -0.455 -0.659 2.973
H -0.549 0.721 1.872
H 1.992 0.588 1.621
H 1.530 0.533 3.437
H 1.897 -0.906 2.628
H -1.689 -1.764 -0.471
H -3.134 -1.827 0.017
O -2.546 -2.205 -0.673
*
```

**HOMO level**: -0.3117 Eh
**Gap between HOMO and LUMO**: 9.47 eV

Mulliken population analysis, charges in e, atoms 1 to 5: -1.15, -0.52, 0.09, -0.53, -0.24


It is found that the energy values, taken in the order of the records, are -367.5276, -367.5805, -367.5096, -367.5011, -367.5281, -367.5579 a.u..
It is found that the energy above the lowest of the compared OMol25 structures with the same formula, charge and spin values, taken in the order of the records, are 94.1, 133.4, 319.5, 341.9, 270.9, 192.7 kJ/mol.
It is found that the maximum force values, taken in the order of the records, are 1.32, 1.69, 6.31, 6.07, 3.78, 2.05 eV Å⁻¹.